Record 1
Formula: C37H29ClN4O6Y
Source: OMol25
Level of theory: ωB97M-V with the def2-TZVPD basis set

The value obtained for the total energy is -2596.3656 a.u. The spin multiplicity is 1. As for the energy above the lowest of the compared OMol25 structures with the same formula, charge and spin: 5.2 kcal per mole. The strongest force on any atom is 0.50 eV/Å. As for the molecular weight: 750.02 g/mol. For the LUMO energy, the calculation gives -3.88 eV. The charge is +1.

CARTESIAN COORDINATES (ANGSTROEM)
Y (-0.09, -0.13, 0.83)
O (0.71, 6.57, -2.44)
C (-0.45, 6.55, -1.75)
O (-1.24, 7.44, -1.84)
C (-0.68, 5.34, -0.88)
C (0.35, 4.60, -0.33)
C (0.08, 3.47, 0.43)
C (-1.24, 3.09, 0.64)
C (-2.28, 3.84, 0.11)
C (-2.00, 4.97, -0.64)
N (-1.50, 1.88, 1.33)
C (-2.44, 1.83, 2.18)
C (-2.78, 0.54, 2.79)
C (-3.77, 0.45, 3.75)
C (-4.07, -0.80, 4.28)
C (-3.38, -1.90, 3.82)
C (-2.40, -1.72, 2.85)
N (-2.10, -0.53, 2.34)
H (1.14, 5.71, -2.39)
H (1.39, 4.90, -0.48)
H (0.88, 2.89, 0.87)
H (-3.31, 3.52, 0.24)
H (-2.79, 5.58, -1.07)
H (-3.01, 2.71, 2.47)
H (-4.29, 1.34, 4.08)
H (-4.84, -0.91, 5.04)
H (-3.58, -2.90, 4.19)
H (-1.83, -2.55, 2.44)
N (1.44, 0.37, -1.09)
C (0.94, 1.33, -2.00)
C (1.72, 2.19, -2.71)
C (1.14, 3.12, -3.60)
C (-0.22, 3.17, -3.78)
C (-1.06, 2.29, -3.04)
C (-2.46, 2.26, -3.18)
C (-3.19, 1.39, -2.42)
C (-2.53, 0.60, -1.47)
N (-1.23, 0.60, -1.30)
C (-0.48, 1.40, -2.12)
H (1.26, -0.59, -1.42)
H (2.43, 0.47, -0.92)
H (2.80, 2.14, -2.62)
H (1.78, 3.77, -4.17)
H (-0.66, 3.86, -4.48)
H (-2.94, 2.91, -3.90)
H (-4.27, 1.32, -2.52)
H (-3.11, -0.05, -0.81)
O (0.56, -2.25, -1.22)
C (0.21, -2.90, -0.23)
O (-0.37, -2.33, 0.79)
C (0.48, -4.36, -0.14)
C (0.17, -5.08, 1.00)
C (0.43, -6.45, 1.10)
C (1.02, -7.04, 0.01)
O (1.35, -8.34, -0.16)
C (2.09, -8.40, -1.39)
O (1.88, -7.16, -2.07)
C (1.34, -6.32, -1.14)
C (1.09, -4.98, -1.25)
H (-0.28, -4.56, 1.83)
H (0.19, -7.02, 1.98)
H (1.72, -9.22, -1.99)
H (3.16, -8.52, -1.16)
H (1.32, -4.42, -2.14)
Cl (5.58, -1.02, -0.73)
C (4.32, -0.51, 0.35)
C (3.41, -1.41, 0.84)
C (2.39, -0.98, 1.69)
C (2.26, 0.38, 2.06)
C (1.07, 0.83, 2.76)
C (3.23, 1.27, 1.55)
C (4.25, 0.84, 0.73)
H (3.49, -2.46, 0.57)
H (1.75, -1.73, 2.14)
H (1.10, 1.85, 3.12)
H (0.75, 0.14, 3.55)
H (3.20, 2.31, 1.85)
H (5.00, 1.53, 0.37)

Record 2
Formula: C37H29ClN7O2Zr
Source: OMol25
Level of theory: ωB97M-V with the def2-TZVPD basis set

The value obtained for the total energy is -2468.2904 a.u. The spin multiplicity is 1. As for the energy above the lowest of the compared OMol25 structures with the same formula, charge and spin: 0.0 kcal per mole. The strongest force on any atom is 1.56 eV/Å. As for the molecular weight: 730.36 g/mol. For the LUMO energy (spin up / spin down), the calculation gives -4.29 / -4.29 eV. The charge is +1.

CARTESIAN COORDINATES (ANGSTROEM)
Zr (-0.10, 0.13, 0.29)
O (2.33, -0.72, -4.69)
C (1.07, -1.12, -4.85)
C (0.69, -1.55, -6.13)
C (-0.60, -1.97, -6.36)
C (-1.56, -2.00, -5.34)
C (-1.19, -1.57, -4.09)
C (0.11, -1.13, -3.81)
C (0.43, -0.70, -2.47)
O (-0.52, -0.65, -1.57)
N (1.70, -0.44, -2.16)
N (1.81, -0.23, -0.80)
C (2.95, -0.20, -0.23)
C (2.94, -0.10, 1.24)
C (4.10, -0.11, 1.97)
C (4.01, -0.09, 3.36)
C (2.77, -0.06, 3.95)
C (1.64, -0.04, 3.14)
N (1.72, -0.05, 1.81)
H (2.47, -0.48, -3.75)
H (1.44, -1.53, -6.91)
H (-0.87, -2.30, -7.36)
H (-2.56, -2.35, -5.54)
H (-1.91, -1.60, -3.28)
H (3.87, -0.28, -0.79)
H (5.06, -0.16, 1.47)
H (4.91, -0.10, 3.96)
H (2.65, -0.04, 5.02)
H (0.65, -0.01, 3.57)
C (1.51, -5.07, 1.06)
C (1.24, -4.50, 2.30)
C (0.46, -3.36, 2.39)
C (-0.08, -2.77, 1.24)
C (0.18, -3.36, 0.00)
C (0.98, -4.49, -0.08)
N (-0.82, -1.55, 1.31)
C (-1.67, -1.29, 2.39)
C (-2.45, -2.24, 3.06)
C (-3.31, -1.84, 4.07)
C (-3.43, -0.50, 4.44)
C (-2.69, 0.46, 3.78)
C (-1.82, 0.06, 2.77)
N (-1.06, 0.94, 1.98)
N (-0.84, 2.15, 2.40)
C (0.08, 2.81, 1.61)
C (0.49, 4.09, 2.01)
C (1.35, 4.80, 1.22)
C (1.83, 4.23, 0.02)
C (1.43, 2.97, -0.29)
N (0.60, 2.25, 0.49)
H (2.12, -5.96, 0.99)
H (1.64, -4.94, 3.20)
H (0.26, -2.91, 3.36)
H (-0.27, -2.94, -0.88)
H (1.16, -4.94, -1.05)
H (-2.37, -3.28, 2.78)
H (-3.91, -2.59, 4.57)
H (-4.10, -0.21, 5.23)
H (-2.76, 1.51, 4.03)
H (0.08, 4.49, 2.93)
H (1.67, 5.79, 1.51)
H (2.49, 4.78, -0.64)
H (1.77, 2.49, -1.20)
Cl (-1.24, 4.93, -4.18)
C (-1.67, 3.80, -2.94)
C (-1.90, 2.47, -3.27)
C (-2.21, 1.57, -2.27)
C (-2.26, 1.95, -0.93)
C (-2.49, 1.01, 0.19)
C (-2.11, 3.32, -0.65)
C (-1.80, 4.24, -1.63)
H (-1.86, 2.16, -4.30)
H (-2.43, 0.54, -2.54)
H (-2.82, 0.00, -0.08)
H (-3.05, 1.44, 1.00)
H (-2.25, 3.67, 0.37)
H (-1.68, 5.29, -1.40)